C9H12O | ωB97M-V/def2-TZVPD

Structure (XYZ):
```
22
Properties=species:S:1:pos:R:3:lowdin_charge:R:1
O -1.43452 -0.27738 1.96991 0.13
C -1.26053 -0.15588 0.79756 -0.32
C 1.65554 -1.14569 0.45062 -0.22
C 0.56985 -1.42274 -0.55071 -0.18
C 1.84543 -0.65288 -0.73302 0.04
C -1.09458 0.74971 -0.34162 -0.39
C -0.79060 -0.77064 -0.44856 -0.10
C 0.00954 1.78174 -0.26968 -0.02
C -2.30686 1.21363 -1.13655 -0.03
C 2.03507 -1.36334 1.84846 -0.03
H -2.66277 2.17890 -0.77175 0.08
H -3.12395 0.49644 -1.05913 0.08
H 2.01024 -2.42575 2.07796 0.08
H 0.76417 1.49691 0.44862 0.08
H -0.40475 2.73870 0.03174 0.08
H -2.03343 1.31684 -2.19559 0.09
H 3.03974 -0.97858 2.05250 0.08
H 0.48164 1.90422 -1.23806 0.08
H 1.31894 -0.86450 2.50240 0.08
H 2.42079 -0.08643 -1.43736 0.10
H 0.49724 -2.42282 -0.97141 0.12
H -1.53620 -1.31047 -1.02633 0.14
```

Results
HOMO = -8.5 eV
Frontier orbital gap = 9.425 eV
SMILES string = CC1=C[C@@H]1[C@H]1C(=O)C1(C)C
Net charge = 0